No. 1
{"formula": "C31H52BN10O2P2Ti", "method": "wB97M-V/def2-TZVPD", "spin_multiplicity": 2, "total_charge": 2, "e_homo_ha": [-0.4827, -0.4837], "relative_energy_kcal_mol": 22.7, "s_squared": 0.75, "orbital_gap_ev": [8.278, 8.625], "symbols": ["Ti", "C", "C", "C", "C", "C", "N", "N", "B", "N", "N", "C", "C", "C", "C", "C", "N", "N", "C", "C", "C", "C", "C", "H", "H", "H", "H", "H", "H", "H", "H", "H", "H", "H", "H", "H", "H", "H", "H", "H", "H", "H", "H", "H", "H", "C", "P", "C", "C", "C", "C", "C", "C", "C", "P", "C", "C", "H", "H", "H", "H", "H", "H", "H", "H", "H", "H", "H", "H", "H", "H", "H", "H", "N", "C", "C", "C", "C", "N", "C", "N", "N", "C", "O", "O", "H", "H", "H", "H", "H", "H", "H", "H", "H", "H", "H", "H", "H", "H"], "xyz": [[0.986, -0.118, -0.029], [0.592, -1.409, 3.569], [-0.507, -1.527, 2.567], [-1.852, -1.880, 2.770], [-2.421, -1.932, 1.510], [-3.797, -2.364, 1.117], [-1.473, -1.597, 0.619], [-0.303, -1.348, 1.263], [-1.439, -1.883, -0.897], [-0.161, -2.709, -1.197], [1.090, -2.151, -1.073], [1.936, -2.971, -1.696], [3.373, -2.648, -1.936], [1.245, -4.087, -2.182], [-0.077, -3.883, -1.855], [-1.257, -4.745, -2.160], [-1.366, -0.612, -1.812], [-0.117, -0.049, -1.935], [0.067, 0.233, -3.221], [1.390, 0.573, -3.818], [-1.114, -0.043, -3.936], [-1.975, -0.597, -3.027], [-3.347, -1.142, -3.255], [0.519, -2.214, 4.299], [1.554, -1.490, 3.068], [0.556, -0.458, 4.098], [-2.321, -2.138, 3.709], [-4.416, -2.463, 2.014], [-4.259, -1.670, 0.410], [-3.777, -3.342, 0.633], [-2.423, -2.503, -1.183], [4.032, -3.363, -1.447], [3.582, -2.706, -3.005], [3.621, -1.640, -1.609], [1.659, -4.925, -2.721], [-0.917, -5.698, -2.559], [-1.853, -4.939, -1.267], [-1.906, -4.280, -2.904], [1.342, 1.461, -4.443], [1.695, -0.257, -4.458], [2.157, 0.692, -3.058], [-1.287, 0.112, -4.989], [-3.765, -0.715, -4.165], [-3.326, -2.227, -3.372], [-4.012, -0.911, -2.423], [3.722, 0.594, 2.430], [3.510, -0.317, 0.862], [4.327, -1.884, 1.302], [4.636, 0.577, -0.256], [5.959, 0.177, -0.420], [6.825, 0.907, -1.222], [6.378, 2.057, -1.852], [5.061, 2.467, -1.695], [4.173, 1.733, -0.911], [2.411, 2.218, -0.772], [2.150, 3.354, -2.187], [2.334, 3.468, 0.564], [4.751, 0.487, 2.772], [3.038, 0.205, 3.183], [3.501, 1.648, 2.297], [5.248, -1.698, 1.852], [4.541, -2.497, 0.435], [3.644, -2.434, 1.951], [6.326, -0.713, 0.077], [7.849, 0.577, -1.347], [7.051, 2.636, -2.472], [4.729, 3.366, -2.199], [2.593, 4.327, -1.975], [1.077, 3.488, -2.335], [2.578, 2.969, -3.106], [3.169, 4.163, 0.487], [2.305, 3.019, 1.552], [1.405, 4.029, 0.427], [-1.216, 1.442, 0.220], [-1.366, 1.693, 1.650], [-1.996, 3.029, 2.041], [-3.521, 3.074, 1.959], [-4.184, 2.126, 2.977], [-4.784, 0.916, 2.392], [-5.996, 0.890, 1.859], [-6.533, -0.265, 1.454], [-6.684, 2.019, 1.702], [0.003, 1.545, 2.325], [0.159, 1.859, 3.481], [0.920, 1.057, 1.541], [-0.852, 2.262, -0.255], [-2.083, 1.175, -0.230], [-1.950, 0.865, 2.065], [-1.569, 3.818, 1.414], [-1.694, 3.247, 3.066], [-3.875, 2.838, 0.949], [-3.835, 4.098, 2.166], [-4.960, 2.632, 3.552], [-3.450, 1.786, 3.706], [-4.272, 0.047, 2.452], [-6.106, -1.142, 1.697], [-7.460, -0.295, 1.064], [-6.280, 2.912, 1.925], [-7.635, 2.008, 1.376]]}

***

No. 2
{"formula": "C31H52BrN4P3Zn", "method": "wB97M-V/def2-TZVPD", "total_charge": 2, "e_homo_ha": [-0.4935, -0.4922], "orbital_gap_ev": [5.733, 6.323], "symbols": ["N", "C", "C", "C", "C", "C", "C", "Zn", "P", "C", "C", "C", "C", "C", "C", "C", "Br", "H", "H", "H", "H", "H", "H", "H", "H", "H", "H", "P", "C", "C", "H", "H", "H", "H", "H", "C", "C", "H", "H", "H", "H", "H", "C", "C", "H", "H", "H", "H", "H", "C", "C", "H", "H", "H", "H", "H", "C", "C", "H", "H", "H", "H", "H", "C", "C", "H", "H", "H", "H", "H", "C", "N", "C", "N", "C", "N", "C", "P", "C", "C", "H", "H", "H", "H", "H", "H", "H", "H", "H", "H", "H", "H"], "xyz": [[-5.161, 3.151, -4.218], [-5.109, 3.339, -2.901], [-4.170, 2.743, -2.050], [-3.161, 1.943, -2.649], [-3.330, 1.642, -4.031], [-4.335, 2.264, -4.775], [-1.993, 1.487, -1.929], [-0.428, 0.126, -1.066], [1.789, -0.164, -0.964], [-0.790, 1.279, -2.686], [0.117, 2.427, -2.897], [0.984, 2.352, -3.996], [2.002, 3.282, -4.150], [2.140, 4.307, -3.193], [1.184, 4.498, -2.184], [0.155, 3.563, -2.033], [3.558, 5.469, -3.380], [-2.032, 1.455, -0.827], [-0.799, 0.609, -3.563], [-4.204, 2.961, -0.985], [-2.639, 0.971, -4.545], [-5.856, 4.044, -2.522], [-4.414, 2.075, -5.852], [0.822, 1.562, -4.735], [-0.620, 3.710, -1.271], [2.644, 3.262, -5.020], [1.292, 5.337, -1.495], [-1.212, -2.164, -1.508], [2.640, 1.472, -0.796], [4.132, 1.647, -1.106], [2.488, 1.740, 0.261], [2.055, 2.214, -1.379], [4.347, 2.720, -0.977], [4.758, 1.116, -0.376], [4.423, 1.357, -2.125], [2.406, -0.782, -2.594], [3.859, -1.249, -2.739], [2.245, 0.045, -3.305], [1.732, -1.586, -2.932], [3.994, -1.547, -3.793], [4.577, -0.447, -2.530], [4.123, -2.117, -2.119], [1.924, -1.217, 0.604], [3.197, -1.828, 1.218], [1.208, -2.024, 0.401], [1.436, -0.628, 1.400], [2.855, -2.516, 2.019], [3.783, -2.423, 0.497], [3.828, -1.062, 1.699], [-1.309, -3.317, -0.074], [-1.774, -4.741, -0.338], [-1.996, -2.839, 0.629], [-0.313, -3.351, 0.377], [-2.836, -4.750, -0.614], [-1.181, -5.211, -1.128], [-1.646, -5.367, 0.555], [-0.267, -3.157, -2.754], [-0.307, -2.534, -4.147], [-0.698, -4.172, -2.743], [0.763, -3.235, -2.363], [-1.322, -2.590, -4.557], [0.014, -1.481, -4.165], [0.371, -3.092, -4.809], [-2.922, -2.137, -2.208], [-4.041, -1.924, -1.185], [-3.051, -3.097, -2.732], [-2.973, -1.349, -2.974], [-5.020, -2.050, -1.679], [-3.982, -2.671, -0.380], [-4.008, -0.913, -0.749], [-0.050, 0.788, 4.412], [-0.254, 2.044, 3.651], [-1.638, 2.531, 3.858], [-2.644, 1.502, 3.506], [-2.395, 0.256, 4.268], [-1.033, -0.263, 4.076], [-0.836, -0.818, 2.730], [-1.008, 0.560, 1.462], [0.081, 1.873, 2.243], [-2.635, 1.234, 2.064], [-0.186, 1.029, 5.478], [0.966, 0.418, 4.210], [-1.819, 3.419, 3.237], [-1.734, 2.793, 4.924], [-3.131, -0.483, 3.937], [-2.511, 0.461, 5.338], [0.139, -1.311, 2.656], [-1.608, -1.568, 2.499], [-0.088, 2.808, 1.684], [1.140, 1.584, 2.154], [-3.429, 0.505, 1.830], [-2.836, 2.182, 1.536]]}